No. 1
A cluster of 6 separate species, C20H60ClN5O5 in total at a distorted geometry. Source: OMol25; level of theory: ωB97M-V with the def2-TZVPD basis set.

```
! RIJCOSX wB97M-V def2-TZVPD def2/J DEFGRID3
* xyz 4 1
H -1.30863 0.07331 -3.97837
H 0.17046 -0.33366 4.44263
H -0.96357 -3.29717 1.98256
O -0.04910 -3.73019 -1.93519
H -6.06502 -3.39845 0.83111
N 1.93091 4.00053 -1.10867
H -1.73200 2.11523 5.06072
C -3.35431 2.60068 2.75265
C -4.74598 -1.83040 1.34684
C 3.59747 2.93299 -2.63424
H -2.84948 -0.64434 1.65014
H -6.66463 -1.59562 2.37810
C 4.11943 -1.31162 -1.86127
C -0.85923 -1.86590 -3.27821
H -0.10548 2.95180 1.96521
H 5.17046 1.16934 1.21241
O 0.06766 4.11386 -3.13411
H 3.99016 2.91638 -3.65206
C 0.25516 -2.85196 -2.98047
H 1.24846 4.73272 -0.90757
H 0.48437 -3.39640 -3.90280
C -5.60464 -1.38377 2.52054
Cl 0.77381 0.45498 -0.07791
H 4.95988 -1.31765 -2.56030
H 3.23138 -1.24233 -2.49351
H -3.53365 1.70318 2.15873
C -3.25922 -1.65751 1.63765
O 4.21021 -0.31663 -0.87418
H -2.28054 -0.79309 -2.10952
H -1.49371 3.13342 -4.13519
H 5.59149 -1.50339 2.71597
H 3.30523 1.95135 -2.26085
N 3.56358 0.02689 1.71205
C -0.91184 -0.39483 4.55808
H 2.97721 0.17568 0.85829
H 5.29752 -1.68296 0.24111
H -1.13098 -5.38769 -1.42545
O -2.53347 -2.47851 0.72911
H 6.95662 -0.45021 2.23549
O -1.53358 0.58864 3.72700
N -1.06321 2.70369 1.73333
H -1.89139 -2.23501 -1.40949
H 0.46189 -0.20468 -3.78891
C -0.79725 -4.89401 -2.33888
H -1.07429 1.72488 1.40867
C 5.27231 -0.60637 0.03396
H -3.73576 3.43361 2.15499
H 5.78660 0.11715 3.37675
C 5.89552 -0.48581 2.47223
H -1.25454 -0.32448 5.58834
H 0.96903 2.21831 -3.10389
C 1.18195 3.27444 -3.32842
H -1.74752 3.86294 3.34917
N -1.52121 -1.46317 -1.97140
H -1.21827 -1.35777 4.15856
H 2.65259 4.02628 -0.37643
H -1.60370 -2.44270 -3.83436
H 1.44977 3.21039 -4.39126
H -0.68290 -3.13743 0.20215
C -1.88565 2.82830 3.03201
C -1.28424 1.92268 4.08043
H -3.93471 2.56935 3.67080
C -1.15117 -2.70801 1.08688
H -5.51578 -0.30509 2.64956
H 1.52120 3.08996 -0.80072
H -1.72524 -4.69951 -2.88136
H -0.86428 -0.94811 -1.35034
N -5.07128 -3.30428 1.05170
H 4.47118 3.35643 -2.13283
H -5.02865 -1.29528 0.44094
H -0.08594 -5.54263 -2.84454
H 4.03066 -2.32860 -1.46025
C 5.04178 0.09361 1.35005
H 3.20857 -0.85997 2.07863
H -4.82516 -3.84074 1.88616
H -1.49354 3.26004 0.99502
H -0.20083 2.12757 4.11899
H -1.21897 2.63632 -2.39307
H 3.36187 0.78849 2.35498
C -1.17957 3.44197 -3.13632
H -3.09069 -2.00965 2.66262
H -4.50712 -3.59578 0.25242
H 2.58030 4.82026 -2.92209
C 2.35306 3.82050 -2.55485
H -5.29732 -1.84251 3.46197
H -0.72711 -1.69799 1.18479
H -1.90570 4.19519 -2.81892
C -0.48914 -0.63376 -4.10193
H 1.12943 -2.25482 -2.69413
H -0.40772 -0.97153 -5.13273
H 6.18976 -0.30935 -0.47552
*
```

Results
DFT total energy in eV: -51886.502
HOMO in eV: -19.298
ΔE to the lowest compared entry with this formula, charge and spin in kcal per mole: 0.0
Frontier orbital gap in eV: 9.322
Molecular weight in g/mol: 486.183


No. 2
The ion C5H6N with charge +1 at a distorted geometry. Source: OMol25; level of theory: ωB97M-V with the def2-TZVPD basis set.

```
! RIJCOSX wB97M-V def2-TZVPD def2/J DEFGRID3
* xyz 1 1
H -1.93166 0.49831 -1.69206
H -0.02260 1.02392 1.85663
H 2.13860 -2.35685 0.37853
C 1.98349 -1.23063 0.21207
C 0.16745 0.40125 1.01304
C 1.26515 -0.34952 0.91229
C -1.67471 0.86282 -0.66978
H 2.53794 -0.73433 -0.55883
C 0.17110 -0.72972 -0.85437
H -1.53108 1.95795 -0.50708
N -0.51461 0.09739 -0.18154
H -2.58907 0.55939 0.09111
*
```

Results
DFT total energy in eV: -6758.288
HOMO in eV: -15.064
ΔE to the lowest compared entry with this formula, charge and spin in kcal per mole: 158.9
Frontier orbital gap in eV: 9.523
Molecular weight in g/mol: 80.110


No. 3
A cluster of 2 separate species, C5H9NS in total at a distorted geometry. Source: OMol25; level of theory: ωB97M-V with the def2-TZVPD basis set.

```
! RIJCOSX wB97M-V def2-TZVPD def2/J DEFGRID3
* xyz 0 1
N 0.51595 0.87749 0.30428
H 2.33670 1.52347 0.51498
H -2.08450 1.52052 -2.19743
H -1.47504 -2.80436 -0.18548
S -1.07058 0.75313 -0.28862
C -0.02442 -2.10335 1.21950
H -0.21342 1.81238 -2.39827
H 1.82468 -1.29193 1.58279
C -1.17007 1.82559 -1.66799
H 1.85078 2.01462 -1.27590
H 0.36386 -0.39735 2.21650
H -1.26553 2.83184 -1.34093
H -0.95399 -3.85328 1.17634
C 0.79003 -1.28330 1.77935
C 1.52361 1.49590 -0.18386
C -0.94804 -2.92136 0.74474
*
```

Results
DFT total energy in eV: -17651.868
SMILES string: C=C=C.C=NSC
HOMO in eV: -8.579
ΔE to the lowest compared entry with this formula, charge and spin in kcal per mole: 99.8
Frontier orbital gap in eV: 9.405
Molecular weight in g/mol: 115.201


No. 4
An isolated molecule of C4H7N3 at a distorted geometry. Source: OMol25; level of theory: ωB97M-V with the def2-TZVPD basis set.

```
! RIJCOSX wB97M-V def2-TZVPD def2/J DEFGRID3
* xyz 0 1
H 1.93895 -1.19580 0.51328
H -1.91541 1.54778 -0.36328
H -2.33821 -0.06491 -0.82572
N -1.21344 1.09886 2.35352
H 2.39729 0.47979 0.82580
C 0.32378 0.25111 0.46866
C -0.77041 0.62820 1.37392
H -0.26005 -0.49184 -2.65078
C 1.61881 -0.27188 1.00008
C -0.13033 0.15734 -0.78657
N 0.21224 -0.69387 -1.77630
H 1.55486 -0.40043 2.08542
N -1.61429 0.63383 -0.69159
H 0.19620 -1.67818 -1.52643
*
```

Results
DFT total energy in eV: -8729.564
SMILES string: CC(C#N)=C(N)N
HOMO in eV: -8.508
ΔE to the lowest compared entry with this formula, charge and spin in kcal per mole: 48.8
Frontier orbital gap in eV: 8.930
Molecular weight in g/mol: 97.121


No. 5
A cluster of 2 separate species, C4H9NS in total at a distorted geometry. Source: OMol25; level of theory: ωB97M-V with the def2-TZVPD basis set.

```
! RIJCOSX wB97M-V def2-TZVPD def2/J DEFGRID3
* xyz 0 1
H -0.61729 1.07091 -0.25458
N 0.55779 0.75968 0.64330
C 1.63555 -0.00790 0.05334
C 1.52337 -0.63777 -1.12201
H -3.13079 -0.85868 0.14231
C -2.26856 -0.93406 -0.54309
H -2.54138 -1.63836 -1.34452
S -1.78564 0.74059 -1.22394
H 0.56968 -0.72323 -1.65227
H 2.58494 -0.05910 0.67625
C 0.76436 1.44601 1.74716
H 2.44307 -1.07003 -1.57033
H -0.11684 1.78786 2.25624
H 1.80146 1.43925 2.16364
H -1.41972 -1.31518 0.02850
*
```

Results
DFT total energy in eV: -16616.691
SMILES string: C=CN=C.CS
HOMO in eV: -7.892
ΔE to the lowest compared entry with this formula, charge and spin in kcal per mole: 63.7
Frontier orbital gap in eV: 7.646
Molecular weight in g/mol: 103.190


No. 6
A structure of composition C8H16Cl2LuO at a distorted geometry. Source: OMol25; level of theory: ωB97M-V with the def2-TZVPD basis set.

```
! RIJCOSX wB97M-V def2-TZVPD def2/J DEFGRID3
* xyz -1 1
H -2.45896 -1.50538 3.34603
H 0.70992 -1.54494 -4.32287
H -1.51409 0.74196 -1.95022
H 0.53112 -2.55789 -2.49120
H -2.56204 -0.13849 -3.06042
C -0.77086 0.67194 -3.97767
H 2.35050 -0.70567 -1.63314
H -1.67024 -2.49238 2.06250
H -1.05099 1.72544 -4.02869
C -0.96254 -1.16235 -2.21318
H 1.26540 0.99445 -4.64884
H -3.06199 -1.43959 1.66022
C 0.55366 -1.47483 -2.31155
O -1.30670 -0.44310 2.02754
Cl 1.61158 1.31754 3.09881
Lu -0.39476 1.28815 1.82508
H -1.61228 -1.94457 -1.82623
C -1.50731 0.00369 -2.78152
H -1.09752 0.19356 -4.90453
C 0.74089 0.57978 -3.78722
H 1.36736 -0.73839 -0.33169
C -2.15905 -1.52891 2.28606
H 2.25402 -0.90538 -3.67546
C 1.52996 -1.32282 -1.22983
H 1.47147 -2.30240 -0.69439
Cl -0.87681 2.62533 -0.14405
H 1.04013 1.13392 -2.88132
C 1.15532 -0.84597 -3.64171
*
```

Results
DFT total energy in eV: -69270.481
HOMO (alpha / beta) in eV: -4.443 / -1.173
ΔE to the lowest compared entry with this formula, charge and spin in kcal per mole: 32.5
Frontier orbital gap (alpha / beta) in eV: 7.609 / 4.304
Molecular weight in g/mol: 374.088


No. 7
An isolated molecule of C4H5ClN2O at a distorted geometry. Source: OMol25; level of theory: ωB97M-V with the def2-TZVPD basis set.

```
! RIJCOSX wB97M-V def2-TZVPD def2/J DEFGRID3
* xyz 0 1
C -0.79459 1.16353 0.00867
H -0.12312 -2.79621 0.10139
N 0.73802 -2.17196 0.12309
H 1.39177 -2.61999 -0.46075
C 0.43582 -0.81184 0.04577
H 2.37842 0.23532 0.10926
H -2.05507 2.53655 0.51427
H 1.08282 2.46294 -0.03131
C 1.31248 0.25028 0.13905
C 0.54363 1.43022 0.13102
Cl -2.09860 -1.17396 -0.58176
N -0.79213 -0.31859 0.06721
O -2.01945 1.81370 -0.16590
*
```

Results
DFT total energy in eV: -21776.753
SMILES string: Nc1ccc(O)n1Cl
HOMO in eV: -7.434
ΔE to the lowest compared entry with this formula, charge and spin in kcal per mole: 61.9
Frontier orbital gap in eV: 8.066
Molecular weight in g/mol: 132.550


No. 8
A structure of composition C23H20AgCl2N10O2S. Source: OMol25; level of theory: ωB97M-V with the def2-TZVPD basis set.

```
! RIJCOSX wB97M-V def2-TZVPD def2/J DEFGRID3
* xyz -1 1
C 0.22346 1.38704 5.80362
C -0.04239 1.08314 4.47551
H -0.91848 0.49986 4.21684
Cl -0.69738 -5.23825 0.73976
N -1.49517 -0.49348 -0.91585
H 3.10673 3.11088 5.39755
C 2.21698 2.54769 5.14331
C -0.88081 -0.35471 -3.23976
N 0.97114 -0.35682 -5.17686
C -3.76140 -0.48780 -0.17684
H 0.50194 -5.88707 -1.16419
H -2.92155 4.04364 1.22977
H -3.55147 -0.30668 -3.54684
C -1.84125 3.41099 -0.51911
H -1.99599 -0.62681 1.05928
N -0.72185 -0.52414 -6.71776
N -0.00701 1.92274 -0.14316
C -3.26741 -0.36364 -2.50634
C 3.09074 -1.14618 1.57548
O 0.33595 -3.75426 -2.43472
C -0.25883 1.94519 1.17536
C 1.95073 2.24552 3.81792
C -2.39435 -0.53796 0.05291
H 2.80402 -0.23640 -2.56506
H 3.26035 -0.40688 -4.23137
C -0.33163 -0.46749 -5.41329
C 0.59660 -5.06293 -0.46834
H 3.20084 -2.51120 3.04782
H 0.00008 -0.73621 -7.38354
Ag 1.05557 -0.37529 -0.71956
C -2.10210 3.44874 0.84507
N -1.29575 -0.51647 -4.49349
H -2.43344 3.98111 -1.22255
H -5.26207 -0.37874 -1.71208
C 1.35419 2.11489 6.14100
N 2.58032 -0.12483 -3.54865
H -1.63977 -0.89757 -6.88287
C -4.20287 -0.40365 -1.48964
H 2.62235 2.56404 3.03018
C 0.81868 1.51031 3.47159
C 0.62257 1.15443 2.03750
S 3.65944 -0.83113 -0.00840
O 0.55416 -2.68298 -0.45201
N 0.38176 -0.14376 -2.88868
C -1.91396 -0.40270 -2.17633
H 1.56787 2.33706 7.17942
N 2.13245 -0.51049 2.22859
C 0.48271 -3.66471 -1.20906
H 4.31869 -2.71855 1.77045
C -0.77938 2.63353 -0.95202
H -0.44885 1.04261 6.58037
Cl 2.18548 -5.20904 0.31403
C 1.28326 -0.22569 -3.88580
H -4.45945 -0.52951 0.64852
C -1.30364 2.71700 1.70099
H -0.52888 2.57629 -2.00827
H -1.47354 2.72776 2.76958
N 3.75185 -2.09191 2.31317
N 1.29977 0.20144 1.48683
*
```

Results
DFT total energy in eV: -83055.605
HOMO in eV: -4.355
Frontier orbital gap in eV: 6.776
Molecular weight in g/mol: 679.322


> Look up the molecular weight of the first one.

486.183 g/mol